--- w ---
Formula: FH3OSi
Source: OMol25
Level of theory: ωB97M-V/def2-TZVPD

XYZ file:
```
6
FH3OSi, DFT ωB97M-V/def2-TZVPD
O 0.9084 -0.2808 -0.5720
F -1.7179 -1.0782 -1.3599
Si 0.5696 0.5502 0.6320
H 1.2171 1.9603 0.7726
H -0.2487 0.0882 1.7995
H -0.7284 -1.2397 -1.2721
```

Properties
- LUMO energy: -0.7 eV
- HOMO-LUMO gap: 10.5 eV
- HOMO level: -11.3 eV

=====

--- x ---
Formula: FH3OSi
Source: OMol25
Level of theory: ωB97M-V/def2-TZVPD

XYZ file:
```
6
FH3OSi, DFT ωB97M-V/def2-TZVPD
O 1.2136 0.0085 -0.7098
F 2.0920 0.2482 0.3567
Si -0.4848 -0.0926 0.0178
H -1.3462 0.6441 -0.9770
H -1.3570 -1.2566 0.0018
H -0.1175 0.4484 1.3106
```

Properties
- LUMO energy: 0.3 eV
- HOMO-LUMO gap: 11.4 eV
- HOMO level: -11.0 eV

=====

--- y ---
Formula: FH3OSi
Source: OMol25
Level of theory: ωB97M-V/def2-TZVPD

XYZ file:
```
6
FH3OSi, DFT ωB97M-V/def2-TZVPD
O -0.6805 0.2090 0.5714
F -3.0792 -0.4104 -0.1971
Si 0.5164 -0.4403 -0.1492
H 1.6458 0.2579 -0.6618
H 0.8258 -1.8198 -0.6082
H -2.1846 -0.1563 0.0119
```

Properties
- LUMO energy: -1.2 eV
- HOMO-LUMO gap: 10.5 eV
- HOMO level: -11.7 eV

=====

Of them, y has the highest stability.

=====

--- w ---
Formula: FH3OSi
Source: OMol25
Level of theory: ωB97M-V/def2-TZVPD

XYZ file:
```
6
FH3OSi, DFT ωB97M-V/def2-TZVPD
O 0.1712 1.0254 0.1533
F -2.5936 -0.2993 0.0694
Si 1.2743 0.0008 -0.0508
H 1.2569 -1.3007 -0.9276
H 2.4676 -0.0514 0.8017
H -2.5764 0.6253 -0.0460
```

Properties
- LUMO energy: -0.6 eV
- HOMO-LUMO gap: 10.2 eV
- HOMO level: -10.8 eV

=====

--- x ---
Formula: FH3OSi
Source: OMol25
Level of theory: ωB97M-V/def2-TZVPD

XYZ file:
```
6
FH3OSi, DFT ωB97M-V/def2-TZVPD
O 2.5298 0.6814 -0.3058
F 2.9937 -0.5548 0.2053
Si 0.1826 -0.1434 0.0112
H 0.0769 1.2691 -0.3528
H 0.0654 -1.2413 -0.8210
H 0.5001 -0.1753 1.4897
```

Properties
- LUMO energy: -1.5 eV
- HOMO-LUMO gap: 7.7 eV
- HOMO level: -9.2 eV

=====

Of them, w has the highest stability.

=====

--- w ---
Formula: C5H10O3
Source: OMol25
Level of theory: ωB97M-V/def2-TZVPD

XYZ file:
```
18
C5H10O3, DFT ωB97M-V/def2-TZVPD
C -1.0016 0.8217 -0.1698
C 1.4226 0.1162 -0.2637
C -1.3038 1.0653 1.2991
C 2.3924 -1.0436 -0.4484
C -0.0278 -0.3293 -0.3809
O -2.0994 0.3753 -1.0463
O -2.8929 -0.6251 -0.4357
O -0.3364 -1.5002 -0.4510
H -2.3903 -1.4427 -0.6139
H -0.6754 1.7340 -0.6781
H 1.5633 0.5791 0.7155
H 1.6029 0.8871 -1.0171
H -2.1323 1.7647 1.3792
H -0.4235 1.4628 1.7985
H -1.5872 0.1309 1.7814
H 2.2318 -1.7935 0.3224
H 2.2388 -1.5104 -1.4183
H 3.4188 -0.6920 -0.3728
```

Properties
- LUMO energy: 0.8 eV
- HOMO-LUMO gap: 10.3 eV
- HOMO level: -9.5 eV

=====

--- x ---
Formula: C5H10O3
Source: OMol25
Level of theory: ωB97M-V/def2-TZVPD

XYZ file:
```
18
C5H10O3, DFT ωB97M-V/def2-TZVPD
C 0.7648 0.6461 0.5806
C -0.6797 0.9108 1.1954
C -0.6158 -0.7992 -2.4431
C 1.5892 -0.2556 1.4875
C -0.2340 -0.8242 -0.9938
O 0.7194 0.1582 -0.7614
O -1.5495 1.5440 0.2653
O -0.6650 -1.6281 -0.1844
H -2.1493 0.8473 -0.0572
H 1.2415 1.6315 0.5200
H -1.1658 0.0279 1.6218
H -0.5386 1.5962 2.0367
H -1.6763 -0.5440 -2.5240
H -0.4189 -1.7769 -2.8876
H -0.0377 -0.0546 -2.9964
H 1.1102 -1.2295 1.6308
H 2.5685 -0.4534 1.0398
H 1.7370 0.2034 2.4700
```

Properties
- LUMO energy: 0.9 eV
- HOMO-LUMO gap: 11.1 eV
- HOMO level: -10.3 eV

=====

Of them, x has the highest stability.

=====

--- w ---
Formula: C5H10O3
Source: OMol25
Level of theory: ωB97M-V/def2-TZVPD

XYZ file:
```
18
C5H10O3, DFT ωB97M-V/def2-TZVPD
C -1.8243 1.1667 0.5068
C -0.8850 2.1339 0.5373
C -0.3055 -0.8616 0.4444
O 0.4248 -0.4708 1.5168
O -1.0946 -1.7673 0.4962
H 0.1055 -0.9385 2.3023
H -2.2148 0.7315 1.4151
H -2.3569 0.9330 -0.4023
H 0.9116 1.2122 -0.0549
H -0.5269 2.5217 1.4796
H -0.7280 2.7676 -0.3239
C 1.6036 -1.5753 -1.0458
C 0.5135 -0.5086 -0.9413
O 0.9955 0.7679 -0.9773
H -0.2343 -0.6293 -1.7328
H 1.1601 -2.5681 -1.0197
H 2.3096 -1.4765 -0.2217
H 2.1461 -1.4386 -1.9786
```

Properties
- LUMO energy: 0.7 eV
- HOMO-LUMO gap: 10.7 eV
- HOMO level: -10.0 eV

=====

--- x ---
Formula: C5H10O3
Source: OMol25
Level of theory: ωB97M-V/def2-TZVPD

XYZ file:
```
18
C5H10O3, DFT ωB97M-V/def2-TZVPD
C -1.1417 1.3769 -0.2022
C -0.9063 -0.1171 -0.3249
C -1.0760 -0.7842 1.0556
C 0.5016 -0.4819 -0.8664
C 1.6296 0.1030 0.0268
H -0.8610 1.8607 -1.1808
H -0.3087 1.8675 0.6301
H -2.2157 1.6794 0.0054
H -1.4719 -0.4316 -1.0496
H -2.1765 -0.8209 1.4042
H -0.8674 -2.0311 0.8252
H 0.0045 -0.3141 1.7792
H 0.4039 -0.1121 -1.7720
H 1.0878 -2.1905 -0.3791
H 2.6646 1.4303 0.4654
O 0.6071 -1.8130 -0.9339
O 1.9062 1.3903 -0.2751
O 2.2201 -0.6114 0.7920
```

Properties
- LUMO energy: 0.7 eV
- HOMO-LUMO gap: 10.9 eV
- HOMO level: -10.2 eV

=====

Of them, w has the highest stability.